3 unconnected molecules or ions with the total composition C22H41ClFNO3S. Source: the OMol25 dataset; level of theory: wB97M-V/def2-TZVPD.

Values from the calculation:
- HOMO-LUMO gap: 7.5752 eV
- SMILES: C[C@@H](CN(Cl)S(=O)(=O)F)OCc1ccccc1.CCCCCC.CCCCCC
- Largest force on an atom: 8.73 eV Å⁻¹
- LUMO: -0.052 Ha
- Net charge: 0
- Molecular weight: 454.09 g mol⁻¹

Each line ends with the Mulliken charge.
Atoms and positions in Å:
1 C -2.814 -1.319 3.557  -1.463
2 C -2.542 0.067 4.368  0.741
3 C -2.868 1.254 3.298  -0.971
4 N -1.691 2.189 3.298  -0.107
5 Cl -2.122 3.772 2.754  -0.015
6 S -0.370 1.619 2.334  1.120
7 O 0.835 2.429 2.767  -0.601
8 O -0.533 1.811 0.857  -0.510
9 F 0.025 0.017 2.601  -0.238
10 O -3.446 0.044 5.490  -0.437
11 C -2.957 0.823 6.604  -0.492
12 C -1.835 0.109 7.486  0.701
13 C -0.849 -0.976 7.014  -0.048
14 C 0.252 -1.601 7.916  -0.486
15 C 0.381 -1.112 9.376  -0.421
16 C -0.642 -0.047 9.868  -0.370
17 C -1.739 0.576 8.985  -0.529
18 H -3.917 -1.311 3.212  0.375
19 H -2.740 -2.144 4.362  0.360
20 H -2.094 -1.470 2.689  0.311
21 H -1.442 0.186 4.643  0.290
22 H -3.025 0.783 2.253  0.379
23 H -3.798 1.867 3.598  0.425
24 H -3.863 0.981 7.303  0.367
25 H -2.657 1.889 6.267  0.248
26 H -0.891 -1.368 5.932  0.081
27 H 0.971 -2.376 7.499  0.326
28 H 1.202 -1.534 10.036  0.322
29 H -0.568 0.309 10.955  0.275
30 H -2.474 1.361 9.394  0.266
31 C -0.349 1.993 -2.326  -0.255
32 C 0.702 3.094 -2.369  -0.270
33 C 1.080 3.510 -3.793  -0.897
34 C 1.716 2.408 -4.645  -0.588
35 C 2.985 1.784 -4.062  -0.036
36 C 4.126 2.780 -3.904  -1.448
37 H 0.010 1.072 -2.792  -0.162
38 H -0.607 1.762 -1.288  0.029
39 H -1.263 2.307 -2.839  0.309
40 H 1.590 2.777 -1.813  0.202
41 H 0.309 3.971 -1.844  0.398
42 H 1.759 4.368 -3.738  0.317
43 H 0.181 3.871 -4.307  0.385
44 H 1.947 2.826 -5.632  0.408
45 H 0.983 1.614 -4.820  0.170
46 H 3.314 0.981 -4.730  0.335
47 H 2.772 1.312 -3.098  0.188
48 H 4.387 3.229 -4.866  0.319
49 H 5.015 2.275 -3.516  0.409
50 H 3.871 3.581 -3.206  0.309
51 C 0.197 -2.816 -7.255  -1.108
52 C 0.572 -3.820 -6.172  -0.355
53 C -0.239 -3.650 -4.886  -0.855
54 C -0.055 -2.307 -4.173  -0.733
55 C 1.385 -1.969 -3.782  0.474
56 C 1.987 -2.955 -2.791  -1.423
57 H 0.397 -1.790 -6.940  0.229
58 H 0.778 -3.006 -8.161  0.370
59 H -0.863 -2.898 -7.511  0.293
60 H 1.644 -3.752 -5.963  0.241
61 H 0.399 -4.830 -6.560  0.364
62 H 0.015 -4.466 -4.201  0.321
63 H -1.304 -3.774 -5.119  0.385
64 H -0.676 -2.308 -3.270  0.435
65 H -0.445 -1.502 -4.804  0.324
66 H 1.396 -0.971 -3.331  -0.249
67 H 2.020 -1.908 -4.673  0.234
68 H 1.393 -2.996 -1.874  0.304
69 H 3.002 -2.649 -2.523  0.413
70 H 2.047 -3.963 -3.209  0.315

Cartesian forces (eV/Å) of the 6 atoms listed first:
C -0.441 0.306 1.617
C -0.590 -0.725 -2.235
C -0.611 -0.765 0.319
N -0.422 -1.606 0.035
Cl 0.322 -0.275 -0.162
S 6.352 4.548 -3.894


A molecular structure, C22H42AuNP3Se. Source: the OMol25 dataset; level of theory: wB97M-V/def2-TZVPD.

Values from the calculation:
- HOMO-LUMO gap (spin up / spin down): 8.6533 / 4.6419 eV
- Largest force on an atom: 2.05 eV Å⁻¹
- Energy above the lowest of the compared OMol25 structures with the same formula, charge and spin: 0.0 kJ/mol
- LUMO (spin up / spin down): -0.308 / -0.455 Ha
- Net charge: +3
- Molecular weight: 689.43 g mol⁻¹
- Multiplicity: 3

Each line ends with the Mulliken spin population.
Atoms and positions in Å:
1 Au -0.830 -0.033 0.112  0.230
2 P -3.199 -0.214 0.024  0.273
3 P 0.090 -2.274 0.351  0.139
4 P -0.117 2.240 0.322  0.109
5 H 4.189 -0.911 -0.682  0.000
6 C 4.166 0.008 -0.080  -0.003
7 C 3.625 0.117 1.144  0.018
8 H 3.117 -0.709 1.673  -0.005
9 C -3.901 -0.186 -1.671  0.028
10 C -3.857 -1.733 0.775  0.012
11 C -4.023 1.166 0.891  0.012
12 C 1.821 -2.842 0.310  0.039
13 C -0.549 -3.146 1.826  0.001
14 C -0.579 -3.213 -1.044  0.007
15 C 1.577 2.856 0.136  0.026
16 C -0.795 3.104 1.775  0.007
17 C -0.933 3.053 -1.069  0.003
18 H 4.632 0.869 -0.578  -0.001
19 H 3.663 1.061 1.715  0.001
20 H -5.001 -0.288 -1.639  0.010
21 H -3.496 -1.016 -2.268  -0.001
22 H -3.654 0.741 -2.204  0.000
23 H -4.954 -1.803 0.742  0.011
24 H -3.549 -1.809 1.824  -0.001
25 H -3.442 -2.599 0.251  -0.003
26 H -5.121 1.108 0.887  0.012
27 H -3.728 2.101 0.403  -0.003
28 H -3.686 1.208 1.933  0.000
29 H 1.894 -3.877 -0.064  0.007
30 H 2.177 -2.812 1.345  -0.001
31 H 2.420 -2.169 -0.317  -0.006
32 H -0.282 -4.215 1.781  0.001
33 H -1.643 -3.037 1.868  0.001
34 H -0.078 -2.690 2.705  0.001
35 H -0.146 -4.211 -0.937  0.002
36 H -0.227 -2.767 -1.989  -0.004
37 H -1.673 -3.238 -1.029  0.000
38 H 1.594 3.878 -0.271  0.007
39 H 2.146 2.209 -0.537  -0.002
40 H 2.047 2.840 1.124  -0.003
41 H -0.616 4.188 1.708  0.002
42 H -0.298 2.715 2.670  -0.002
43 H -1.875 2.915 1.849  0.000
44 H -0.584 4.088 -1.034  0.001
45 H -2.022 3.009 -0.970  0.000
46 H -0.615 2.568 -1.999  -0.002
47 C 1.477 0.062 -4.062  0.210
48 C 2.858 -0.103 -3.930  0.057
49 C 3.637 -0.131 -5.083  0.031
50 C 3.044 0.107 -6.323  0.203
51 C 1.695 0.463 -6.431  0.048
52 C 0.913 0.464 -5.288  0.049
53 Se 0.189 -0.404 -2.728  0.377
54 H 0.919 0.052 -1.412  0.016
55 H 3.295 -0.217 -2.940  0.017
56 H 4.700 -0.351 -4.994  0.003
57 H 3.647 0.026 -7.218  0.001
58 H 1.259 0.718 -7.404  0.004
59 H -0.140 0.723 -5.340  -0.004
60 C -0.059 0.324 5.878  -0.002
61 C 0.952 0.847 5.067  0.005
62 C 0.856 0.687 3.665  -0.007
63 N -0.173 0.055 3.085  0.052
64 C -1.154 -0.429 3.858  -0.003
65 C -1.126 -0.328 5.257  0.004
66 H -0.020 0.417 6.964  0.000
67 H 1.811 1.376 5.488  0.001
68 H 1.646 1.094 2.999  0.010
69 H -1.970 -0.932 3.319  0.002
70 H -1.945 -0.770 5.805  0.001

Cartesian forces (eV/Å) of the 6 atoms listed first:
Au 1.044 -0.261 1.693
P -1.534 0.111 -0.264
P -1.118 -1.607 0.070
P -1.301 1.415 -0.174
H -0.065 0.225 0.556
C -0.344 0.295 0.164


5 unconnected molecules or ions with the total composition C22H42BO17. Source: the OMol25 dataset; level of theory: wB97M-V/def2-TZVPD.

Values from the calculation:
- HOMO-LUMO gap: 5.8816 eV
- Largest force on an atom: 9.19 eV Å⁻¹
- LUMO: 0.066 Ha
- Net charge: -1
- Molecular weight: 589.37 g mol⁻¹

Each line ends with the Mulliken charge.
Atoms and positions in Å:
1 C 0.407 -3.146 2.245  -0.869
2 C -0.619 -1.869 2.571  0.647
3 O -0.950 -1.736 3.885  -0.532
4 O -1.080 -0.939 1.529  -0.193
5 C -2.537 -0.982 1.339  0.222
6 O -2.976 -1.253 0.081  -0.533
7 C -3.688 -0.683 2.467  -0.210
8 B -4.869 -1.817 2.315  0.925
9 O -6.110 -1.469 1.563  -0.695
10 C -6.853 -2.767 1.622  -0.206
11 C -6.190 -3.608 2.904  -0.086
12 O -5.388 -2.499 3.519  -0.790
13 H 0.421 -3.879 3.186  0.287
14 H 1.522 -2.727 2.181  0.220
15 H 0.142 -3.705 1.251  0.272
16 H -3.314 -0.676 3.575  0.191
17 H -4.099 0.415 2.251  0.205
18 H -4.457 -2.720 1.672  -0.313
19 H -8.031 -2.591 1.690  0.128
20 H -6.635 -3.308 0.595  0.167
21 H -6.945 -4.186 3.599  0.065
22 H -5.472 -4.492 2.549  0.120
23 C 0.914 2.798 3.943  -1.277
24 C 1.063 1.612 3.007  0.074
25 O 2.133 1.823 2.078  -0.347
26 C 3.384 1.640 2.569  0.706
27 O 3.666 1.311 3.712  -0.561
28 O 4.270 1.915 1.581  -0.291
29 C 5.633 1.859 1.997  -0.666
30 H 0.808 3.727 3.374  0.301
31 H 0.040 2.675 4.588  0.377
32 H 1.796 2.916 4.580  0.327
33 H 0.148 1.500 2.416  0.266
34 H 1.207 0.675 3.559  0.241
35 H 5.865 0.903 2.476  0.353
36 H 5.849 2.693 2.671  0.319
37 H 6.264 1.960 1.109  0.158
38 C -12.703 -6.327 1.788  -1.083
39 C -11.290 -6.864 1.939  -0.198
40 O -10.493 -5.992 2.751  -0.295
41 C -10.708 -6.074 4.088  0.684
42 O -11.502 -6.818 4.644  -0.585
43 O -9.910 -5.165 4.699  -0.222
44 C -10.112 -5.075 6.108  -0.680
45 H -12.685 -5.297 1.418  0.287
46 H -13.279 -6.945 1.093  0.355
47 H -13.227 -6.310 2.748  0.304
48 H -10.811 -6.905 0.955  0.308
49 H -11.285 -7.884 2.343  0.297
50 H -10.027 -6.056 6.586  0.313
51 H -11.089 -4.628 6.315  0.288
52 H -9.338 -4.423 6.522  0.222
53 C 10.868 4.014 -3.417  -1.051
54 C 10.237 2.670 -3.096  -0.162
55 O 9.301 2.787 -2.018  -0.351
56 C 8.095 3.319 -2.340  0.691
57 O 7.748 3.690 -3.451  -0.530
58 O 7.352 3.393 -1.209  -0.277
59 C 6.089 4.032 -1.391  -0.598
60 H 11.306 4.458 -2.518  0.296
61 H 11.648 3.904 -4.176  0.357
62 H 10.124 4.724 -3.791  0.259
63 H 11.016 1.975 -2.765  0.298
64 H 9.761 2.225 -3.978  0.290
65 H 5.521 3.569 -2.203  0.341
66 H 6.238 5.099 -1.582  0.284
67 H 5.517 3.923 -0.465  0.138
68 C 6.590 4.859 -6.022  -0.879
69 C 5.695 5.468 -7.087  -0.336
70 O 5.251 4.473 -8.017  -0.337
71 C 4.250 3.667 -7.583  0.772
72 O 3.702 3.725 -6.491  -0.555
73 O 3.980 2.766 -8.559  -0.332
74 C 3.008 1.789 -8.189  -0.619
75 H 7.415 4.306 -6.483  0.266
76 H 7.001 5.635 -5.371  0.350
77 H 6.040 4.145 -5.401  0.276
78 H 6.267 6.205 -7.661  0.295
79 H 4.841 5.996 -6.646  0.319
80 H 2.090 2.258 -7.825  0.291
81 H 3.427 1.118 -7.434  0.290
82 H 2.764 1.200 -9.078  0.219

Cartesian forces (eV/Å) of the 6 atoms listed first:
C 0.422 0.722 0.159
C -1.282 0.135 6.526
O 1.972 -0.408 -8.718
O -0.455 -2.913 2.153
C -4.590 -0.978 -6.009
O 3.888 2.032 8.080


The highest molecular weight belongs to which entry?
C22H42AuNP3Se


Among the records above, which one has the lowest net charge?
C22H42BO17